The following is a DFT calculation (wB97M-V/def2-TZVPD) of one molecule with the formula C3H5NO at a distorted geometry.

The total energy comes out at -6729.3138 eV. Its energy above the lowest of the compared OMol25 structures with the same formula, charge and spin is 5.97 kcal/mol. The multiplicity is 1. As for the SMILES: C=CC(N)=O. The HOMO energy comes out at -0.36461 Eh.

CARTESIAN COORDINATES (ANGSTROEM)
C (-0.47590, 0.11536, -0.00615)
C (0.81121, -0.66190, -0.03086)
C (1.96966, -0.01955, 0.02686)
H (-1.60894, -1.61613, 0.35831)
H (-2.51446, -0.13953, 0.16458)
H (0.75258, -1.76656, -0.12321)
H (2.92554, -0.55146, 0.02696)
H (2.00761, 1.06331, 0.07140)
N (-1.62652, -0.61520, -0.05801)
O (-0.50082, 1.33916, -0.00388)

Atoms 1-2, force components in eV/Å:
C 0.2160 1.1177 -0.0861
C -0.2728 -0.5666 -0.0771